{
  "formula": "C34H29N3O2P2Pb",
  "method": "wB97M-V/def2-TZVPD",
  "elements": ["Pb", "O", "P", "C", "P", "O", "C", "C", "C", "C", "C", "C", "C", "C", "C", "C", "C", "C", "C", "C", "C", "C", "C", "C", "C", "C", "C", "C", "C", "C", "H", "H", "H", "H", "H", "H", "H", "H", "H", "H", "H", "H", "H", "H", "H", "H", "H", "H", "H", "H", "H", "H", "N", "C", "N", "C", "N", "C", "C", "C", "C", "C", "C", "C", "H", "H", "H", "H", "H", "H", "H"],
  "coordinates": [[0.04740, 0.23016, -0.24765], [0.48618, -0.24516, 1.99321], [1.70786, -0.08008, 2.87834], [3.14827, -0.94833, 2.14472], [3.54966, -0.43932, 0.43201], [2.28939, -0.23357, -0.39083], [4.50950, -1.77030, -0.29160], [5.03648, -2.83623, 0.43038], [5.72966, -3.83528, -0.23496], [5.90388, -3.77049, -1.60982], [5.38700, -2.69961, -2.32941], [4.69232, -1.69943, -1.67413], [4.54190, 1.05785, 0.48950], [5.66394, 1.12291, 1.31389], [6.45578, 2.25788, 1.31136], [6.14240, 3.32297, 0.47689], [5.03661, 3.25063, -0.35822], [4.23654, 2.11977, -0.35510], [1.43251, -0.89487, 4.45023], [2.49504, -1.28870, 5.26446], [2.24118, -1.92370, 6.46794], [0.93283, -2.17274, 6.86102], [-0.12403, -1.78230, 6.05029], [0.12054, -1.14094, 4.84716], [2.13456, 1.65148, 3.15688], [2.90886, 1.99383, 4.26468], [3.20486, 3.32251, 4.51993], [2.72424, 4.31635, 3.68050], [1.94526, 3.98096, 2.58266], [1.64907, 2.65394, 2.32400], [2.87715, -2.00648, 2.11766], [4.02360, -0.81396, 2.78257], [4.91128, -2.90074, 1.50464], [6.13560, -4.66936, 0.32144], [6.44321, -4.55493, -2.12278], [5.52966, -2.64514, -3.40012], [4.27907, -0.86365, -2.22642], [5.93389, 0.27886, 1.93974], [7.33047, 2.30584, 1.94630], [6.77291, 4.20184, 0.46364], [4.80304, 4.07385, -1.02078], [3.38272, 2.04492, -1.01745], [3.52089, -1.11224, 4.96286], [3.06517, -2.23201, 7.09731], [0.73842, -2.67838, 7.79694], [-1.14278, -1.98328, 6.35291], [-0.69705, -0.84041, 4.20514], [3.26132, 1.22271, 4.93865], [3.79590, 3.58552, 5.38704], [2.94529, 5.35486, 3.88784], [1.56398, 4.75488, 1.92903], [1.02718, 2.39946, 1.47801], [-0.80729, -1.61531, -0.91848], [-1.28099, -2.59984, -1.39130], [-1.78744, -3.59780, -1.87842], [-2.88445, -3.96120, -2.49088], [-3.85951, -4.27320, -3.02522], [-2.64280, 2.78495, -1.61784], [-3.37979, 1.64636, -1.52627], [-3.45748, 0.73033, -2.63308], [-4.21775, -0.40004, -2.53751], [-4.92751, -0.66076, -1.35601], [-4.87571, 0.21388, -0.25741], [-4.11460, 1.34511, -0.32783], [-2.59284, 3.49886, -0.80278], [-2.11287, 3.04311, -2.52863], [-2.91106, 0.95968, -3.54010], [-4.28376, -1.09034, -3.36834], [-5.53110, -1.55818, -1.28939], [-5.44348, -0.00483, 0.63636], [-4.06359, 2.03584, 0.50534]],
  "atomic_forces_ev_per_a": [[0.70, 0.46, 0.49], [-0.24, 0.18, -0.55], [0.33, -0.15, 0.30], [-0.24, 0.42, -0.30], [0.39, -0.38, 0.22], [-0.52, 0.25, -0.13], [-0.12, 0.21, 0.06], [-0.04, 0.05, 0.06], [0.09, -0.10, 0.01], [-0.05, 0.07, 0.05], [0.03, 0.02, -0.04], [-0.02, 0.03, 0.04], [-0.14, -0.19, 0.01], [-0.04, -0.07, 0.03], [0.09, -0.03, 0.05], [-0.05, -0.03, -0.04], [0.02, 0.10, -0.03], [-0.13, -0.08, -0.01], [0.12, 0.08, -0.14], [-0.02, -0.03, -0.04], [0.07, -0.02, 0.06], [-0.02, 0.03, -0.08], [-0.04, -0.02, 0.05], [0.00, 0.05, -0.08], [-0.09, -0.29, 0.10], [0.04, -0.07, -0.03], [0.06, -0.01, 0.09], [-0.02, 0.01, -0.04], [0.00, 0.06, -0.08], [0.03, -0.10, -0.03], [0.01, -0.02, 0.05], [0.00, -0.03, 0.00], [0.01, -0.03, -0.02], [0.00, 0.01, 0.00], [0.01, 0.00, 0.00], [-0.01, -0.01, 0.00], [0.03, -0.03, -0.06], [0.04, 0.04, 0.02], [-0.02, 0.00, 0.00], [-0.01, 0.00, 0.02], [0.01, -0.01, 0.01], [0.00, 0.05, 0.01], [0.00, -0.04, 0.04], [-0.01, 0.00, 0.00], [0.00, 0.01, 0.01], [0.01, 0.00, 0.01], [-0.02, -0.03, 0.02], [0.01, 0.08, 0.03], [0.01, -0.02, -0.01], [0.01, -0.01, 0.00], [0.01, 0.00, 0.03], [-0.06, 0.01, -0.08], [0.18, -0.65, 0.07], [-0.58, 0.71, -0.11], [0.63, -0.77, 0.11], [-0.32, 0.37, -0.04], [0.03, 0.05, 0.03], [-0.23, -0.01, -0.11], [0.03, -0.02, 0.00], [0.01, 0.04, -0.02], [0.01, -0.12, -0.21], [0.12, 0.17, 0.01], [-0.03, 0.05, 0.16], [-0.06, 0.00, 0.04], [0.00, -0.06, 0.03], [0.02, -0.06, 0.01], [-0.01, -0.01, 0.00], [-0.01, -0.05, 0.04], [0.01, -0.03, -0.04], [0.00, -0.04, -0.02], [-0.01, 0.00, -0.01]],
  "nbo_charge": [1.527, -1.174, 1.985, -1.169, 1.967, -1.189, -0.376, -0.213, -0.186, -0.161, -0.196, -0.183, -0.383, -0.197, -0.196, -0.167, -0.190, -0.209, -0.447, -0.198, -0.185, -0.179, -0.138, -0.188, -0.383, -0.202, -0.180, -0.164, -0.204, -0.195, 0.300, 0.289, 0.214, 0.234, 0.238, 0.235, 0.223, 0.216, 0.237, 0.237, 0.230, 0.221, 0.211, 0.235, 0.238, 0.225, 0.230, 0.228, 0.237, 0.238, 0.227, 0.191, -0.934, 0.720, -0.592, 0.420, -0.372, -0.023, -0.206, -0.047, -0.188, 0.019, -0.244, -0.044, 0.227, 0.229, 0.243, 0.265, 0.263, 0.261, 0.243],
  "fmax_ev_per_a": 1.00,
  "total_charge": 2,
  "homo_ev": -13.883,
  "homo_lumo_gap_ev": 5.4
}

{
  "formula": "C3H7PS",
  "method": "wB97M-V/def2-TZVPD",
  "elements": ["C", "C", "C", "P", "S", "H", "H", "H", "H", "H", "H", "H"],
  "coordinates": [[-0.52129, -0.74240, -1.25558], [0.24621, 0.52571, -0.00635], [0.50971, -0.04892, 1.37396], [-1.64990, -1.90249, -0.89669], [0.61525, 1.44311, 2.56229], [-0.03603, -0.77499, -2.23085], [-0.28509, 1.40005, 0.09695], [1.00612, 0.78209, -0.67582], [1.49799, -0.50648, 1.29688], [-0.23257, -0.65818, 1.85850], [-1.50729, -2.88738, -1.86290], [-0.58467, 1.11998, 3.10741]],
  "atomic_forces_ev_per_a": [[1.08, 1.41, 1.76], [-2.55, -4.07, -2.11], [1.49, 1.59, -0.35], [-0.20, 0.70, 2.01], [-0.37, -1.19, -0.27], [0.40, 0.33, 0.36], [-2.08, 1.61, -0.16], [2.02, 0.03, -0.20], [-0.25, -0.34, 0.74], [-0.19, -0.48, -0.53], [0.22, 0.02, -1.16], [0.44, 0.38, -0.06]],
  "nbo_charge": [-0.626, -0.342, -0.495, 0.393, -0.084, 0.199, 0.209, 0.210, 0.223, 0.237, -0.054, 0.129],
  "fmax_ev_per_a": 5.25,
  "homo_ev": -9.195,
  "homo_lumo_gap_ev": 9.4
}

Copy entry 2 word for word.
{
  "formula": "C3H7PS",
  "method": "wB97M-V/def2-TZVPD",
  "elements": ["C", "C", "C", "P", "S", "H", "H", "H", "H", "H", "H", "H"],
  "coordinates": [[-0.52129, -0.74240, -1.25558], [0.24621, 0.52571, -0.00635], [0.50971, -0.04892, 1.37396], [-1.64990, -1.90249, -0.89669], [0.61525, 1.44311, 2.56229], [-0.03603, -0.77499, -2.23085], [-0.28509, 1.40005, 0.09695], [1.00612, 0.78209, -0.67582], [1.49799, -0.50648, 1.29688], [-0.23257, -0.65818, 1.85850], [-1.50729, -2.88738, -1.86290], [-0.58467, 1.11998, 3.10741]],
  "atomic_forces_ev_per_a": [[1.08, 1.41, 1.76], [-2.55, -4.07, -2.11], [1.49, 1.59, -0.35], [-0.20, 0.70, 2.01], [-0.37, -1.19, -0.27], [0.40, 0.33, 0.36], [-2.08, 1.61, -0.16], [2.02, 0.03, -0.20], [-0.25, -0.34, 0.74], [-0.19, -0.48, -0.53], [0.22, 0.02, -1.16], [0.44, 0.38, -0.06]],
  "nbo_charge": [-0.626, -0.342, -0.495, 0.393, -0.084, 0.199, 0.209, 0.210, 0.223, 0.237, -0.054, 0.129],
  "fmax_ev_per_a": 5.25,
  "homo_ev": -9.195,
  "homo_lumo_gap_ev": 9.4
}